Below is the molecule C2H2Cl2O2S, with properties calculated with ωB97M-V/def2-TZVPD.

```
9
Properties=species:S:1:pos:R:3:forces:R:3
C 0.27260 0.06275 0.68924 4.148 -0.818 -3.801
C 1.61889 -0.28919 -0.51222 -5.281 0.981 8.245
O -1.23474 0.92354 -1.28822 0.225 0.146 -0.428
O -2.17053 0.93503 0.99651 -0.506 0.269 0.779
S -1.35443 0.35147 0.00520 1.602 -0.566 0.026
Cl 3.06967 -0.67611 0.14897 0.632 -0.095 -0.191
Cl -2.08397 -1.53622 -0.35218 0.185 0.103 0.234
H 0.54275 0.28592 1.75547 -0.556 -0.510 -1.197
H 1.33975 -0.05718 -1.44278 -0.448 0.491 -3.667
```
Forces are in eV/Å.

Gap between HOMO and LUMO (alpha / beta) (eV): 9.15 / 7.78
Total energy (Eh): -1546.28241
HOMO (alpha / beta) (eV): -10.16 / -9.44
SMILES string: O=S(=O)(Cl)/C=C/Cl